The following is a quantum chemistry calculation of a structure of composition C31H25N3O2SSbY in a non-equilibrium geometry, from the OMol25 dataset.

Structure (XYZ):
```
64
C31H25N3O2SSbY ωB97M-V/def2-TZVPD
Sb 1.5316 1.7895 1.0420
Y 0.5118 -0.8013 -1.3776
S 2.6948 0.7372 -0.6438
O 0.5686 -4.8892 0.8382
O 0.1670 -2.7711 -0.8830
N -0.9622 -1.8017 -2.8480
N 0.1355 0.4858 -3.4107
N -1.5226 -2.9955 -2.4308
C -2.6236 -0.7196 0.3984
C -1.3968 -6.2193 1.2750
C -0.5858 -0.0896 -4.4471
C 3.6286 0.3536 5.1888
C 1.6646 4.6245 -0.0375
C -0.4572 5.6879 1.3652
C -2.3922 0.4294 -0.3210
C 0.7628 2.2315 -4.8630
C 2.5508 1.1749 5.2427
C -0.9388 -3.3899 -1.2688
C -0.4863 0.3745 -5.7849
C -2.7419 -6.4460 1.0520
C -3.4373 -5.7642 0.0654
C -1.4507 -4.5055 -0.4439
C -1.7355 -1.1020 1.3694
C 0.7004 1.6664 -3.6549
C -1.2634 1.2279 -0.1169
C -0.2973 0.7390 0.7646
C 0.9697 3.7964 0.8272
C 4.1936 -0.0305 3.9665
C 3.5232 0.4236 2.8364
C 1.4207 6.0143 -0.1135
C -1.1884 -1.3434 -4.0501
C -2.8156 -4.8268 -0.6717
C -0.1455 4.3364 1.5528
C 2.4005 1.1879 2.8851
C -0.7326 -5.2080 0.5619
C 0.3655 6.5113 0.5814
C -0.5416 -0.3681 1.4800
C 0.3204 1.5186 -5.9965
C 1.8210 1.5259 4.1390
H -1.3113 6.0986 1.8704
H 1.1233 2.1331 -2.7209
H -3.1493 0.8380 -0.9244
H -1.1107 2.2086 -0.6949
H 0.2197 7.5782 0.4963
H -3.3230 -4.3455 -1.4866
H 0.1628 -0.7331 2.2319
H -0.7663 3.6356 2.1424
H 0.9253 2.1094 4.1716
H -4.4971 -5.9885 -0.1204
H 3.8851 0.1066 1.8941
H -3.3039 -7.2204 1.5530
H 1.3204 3.2119 -4.8678
H 4.1383 0.2719 6.1314
H 1.9401 6.7300 -0.7860
H -1.9590 -1.7608 -4.6808
H -1.0578 -0.0974 -6.4955
H 0.8039 -5.4694 1.5158
H -1.9068 -2.0468 1.9489
H -0.8345 -6.6383 2.1132
H 0.3918 1.9202 -6.9881
H 2.4620 4.2196 -0.6665
H 2.1575 1.4987 6.2127
H -3.6023 -1.1811 0.1898
H 5.0763 -0.6438 3.8921
```

Results
* M: 714.3 g mol⁻¹
* charge: +2
* orbital gap: 6.62 eV
* HOMO level: -13.235 eV
* LUMO energy: -0.243 Eh

Atomic partial charges in e from the natural (NBO) method, atoms 1 to 2: 1.7812 2.1135